[1]
C7H16N2O2S | the ωB97M-V functional and the def2-TZVPD basis

Its total charge is +2. Its orbital gap (alpha / beta) is 5.9 / 8.4 eV. Its max |F| is 4.97 eV/Å. As for the HOMO energy (alpha / beta): -16.680 / -18.164 eV. The calculation puts the energy above the lowest of the compared OMol25 structures with the same formula, charge and spin at 438.3 kJ/mol. The total energy is -933.61658 Eh.

Last column: natural (NBO) charge in e.
Atoms and positions in Å:
C -1.15 1.90 0.25  -0.386
C 0.36 2.28 0.36  -0.280
C 2.41 0.86 -1.35  0.200
C -0.55 0.56 -0.41  0.066
C -2.46 -0.77 0.14  -0.414
C -0.49 -0.93 1.54  -0.471
C -0.35 -1.84 -0.56  -0.440
N 0.76 0.92 0.02  -0.277
N -0.96 -0.74 0.19  -0.230
O 3.43 0.48 -0.60  -0.603
O 2.86 -1.83 0.07  -0.747
S 3.82 -0.81 0.20  1.617
H -1.57 1.65 1.18  0.233
H -1.64 2.44 -0.51  0.258
H 0.48 2.86 -0.49  0.232
H 0.77 2.86 1.18  0.268
H 1.93 0.14 -1.96  0.207
H 2.42 1.87 -1.66  0.233
H -0.63 0.53 -1.47  0.246
H -2.87 0.08 0.74  0.262
H -2.65 -1.01 -0.94  0.253
H -2.64 -1.73 0.69  0.245
H -0.19 -2.01 1.66  0.260
H 0.53 -0.41 1.66  0.257
H -1.08 -0.81 2.40  0.267
H 0.63 -1.91 -0.29  0.233
H -0.86 -2.85 -0.43  0.273
H -0.30 -1.75 -1.62  0.237

[2]
CH4FN2O | the ωB97M-V functional and the def2-TZVPD basis

Its total charge is -1. Its orbital gap (alpha / beta) is 4.5 / 7.5 eV. The spin multiplicity is 3. Its max |F| is 8.62 eV/Å. As for the HOMO energy (alpha / beta): 0.316 / -3.978 eV. The calculation puts the energy above the lowest of the compared OMol25 structures with the same formula, charge and spin at 0.0 kJ/mol. The total energy is -324.93859 Eh.

Last column: natural (NBO) charge in e.
Atoms and positions in Å:
C 0.35 -0.33 0.06  0.106
N -0.95 -0.93 0.12  -0.843
N 0.49 0.61 -0.87  -0.228
O 1.65 1.24 -1.30  -0.369
F 0.36 0.39 2.03  -0.855
H 1.21 -0.82 0.38  0.173
H -1.65 -0.27 -0.31  0.325
H -1.24 -1.16 1.01  0.378
H -0.21 1.26 -1.11  0.314

[3]
C2HBrFN | the ωB97M-V functional and the def2-TZVPD basis

Its orbital gap (alpha / beta) is 9.9 / 5.9 eV. Its max |F| is 3.83 eV/Å. As for the HOMO energy (alpha / beta): -11.641 / -9.837 eV. The calculation puts the energy above the lowest of the compared OMol25 structures with the same formula, charge and spin at 223.5 kJ/mol. The total energy is -2805.31573 Eh.

Last column: natural (NBO) charge in e.
Atoms and positions in Å:
C -1.08 -0.69 0.14  0.114
C -0.26 0.43 0.13  0.239
N -1.78 -1.65 0.16  -0.206
F -0.44 1.37 -0.82  -0.289
Br 3.08 -0.12 -0.35  -0.045
H 0.49 0.67 0.74  0.187

[4]
C26H23IrN7O6S2Se | the ωB97M-V functional and the def2-TZVPD basis

Its total charge is -1. Its orbital gap (alpha / beta) is 4.9 / 5.4 eV. The spin multiplicity is 5. Its max |F| is 2.89 eV/Å. As for the HOMO energy (alpha / beta): -2.588 / -5.090 eV. The total energy is -5141.48249 Eh.

Last column: Löwdin spin population.
Atoms and positions in Å:
Ir -0.69 -0.26 0.76  1.245
O 0.36 2.81 4.11  0.013
C -0.87 3.36 4.10  0.019
C -1.16 4.35 5.03  -0.003
C -2.41 4.95 5.05  0.023
C -3.38 4.59 4.13  -0.002
C -3.09 3.64 3.17  0.021
C -1.84 3.01 3.14  0.003
C -1.55 2.03 2.11  0.109
O -0.54 1.19 2.24  0.220
N -2.25 2.04 0.99  0.031
N -1.93 1.10 0.12  0.289
C -2.50 1.14 -1.10  0.357
C -2.30 0.23 -2.13  0.055
C -3.00 0.44 -3.35  0.123
C -2.91 -0.44 -4.40  0.007
C -2.16 -1.61 -4.28  0.160
C -1.47 -1.86 -3.11  0.015
C -1.45 -0.94 -2.04  0.113
O -0.65 -1.18 -1.05  0.128
H 0.33 2.02 3.53  0.003
H -0.40 4.62 5.74  -0.001
H -2.63 5.70 5.80  0.002
H -4.36 5.05 4.16  -0.001
H -3.83 3.36 2.43  0.001
H -3.21 1.95 -1.25  0.017
H -3.61 1.32 -3.42  0.004
H -3.44 -0.23 -5.32  -0.004
H -2.12 -2.31 -5.09  0.013
H -0.93 -2.78 -2.97  -0.003
O -1.35 -2.99 3.47  0.026
S -1.96 -1.66 3.50  0.035
O -3.10 -1.56 4.37  0.036
O -2.28 -1.15 2.15  0.136
S -0.53 -0.43 4.32  0.779
N 0.72 -4.98 2.62  0.000
C 1.14 -3.71 2.39  0.001
C 0.32 -2.82 1.65  0.004
N 0.66 -1.55 1.52  0.015
C 1.84 -1.16 2.03  0.006
C 2.68 -2.07 2.63  0.001
N 2.33 -3.34 2.83  0.000
H -0.28 -5.08 2.66  0.000
H 1.24 -5.45 3.35  0.000
H -0.57 -3.17 1.16  0.001
H 2.08 -0.11 1.95  0.002
H 3.66 -1.79 2.98  0.000
C 3.65 -0.80 -0.90  0.000
N 2.94 -0.97 -2.13  0.000
C 2.03 -1.94 -2.41  0.000
Se 1.68 -3.42 -1.44  0.001
N 1.51 -1.68 -3.64  -0.001
C 2.05 -0.53 -4.14  0.000
C 1.87 0.14 -5.34  0.000
C 2.66 1.26 -5.56  0.000
C 3.60 1.68 -4.64  0.000
C 3.79 1.02 -3.43  0.000
C 2.99 -0.09 -3.19  0.000
H 3.43 -1.64 -0.24  0.000
H 3.34 0.13 -0.41  0.000
H 4.73 -0.76 -1.09  0.000
H 0.74 -2.20 -4.03  0.000
H 1.13 -0.19 -6.05  0.001
H 2.54 1.81 -6.48  0.000
H 4.22 2.53 -4.87  0.000
H 4.52 1.37 -2.72  0.000